No. 1
Here is 2 unconnected molecules or ions with the total composition C5H16N3 in a non-equilibrium geometry from the OMol25 dataset. Energies are from wB97M-V/def2-TZVPD.

```
24
Properties=species:S:1:pos:R:3:forces:R:3:nbo_charge:R:1
C 0.083290 0.425230 2.620564 -1.5 1.1 1.4 -0.25
C -0.599714 1.723515 3.099917 0.3 -0.2 0.3 -0.62
C -0.228267 -1.079252 0.755006 -1.2 -0.4 0.6 0.68
N -0.772480 -0.204951 1.605798 1.4 0.3 -0.3 -0.55
N 0.640922 -1.974276 1.221472 0.6 0.2 0.0 -0.75
N -0.695796 -1.188005 -0.476363 -0.5 -0.3 -1.4 -0.77
H 1.020578 0.755770 2.242223 0.9 -0.3 -0.7 0.21
H 0.244137 -0.193418 3.502402 -0.1 -0.4 -0.2 0.21
H -0.273171 1.968024 4.110715 0.1 0.0 -0.1 0.24
H -1.683455 1.656121 3.165369 -0.1 -0.1 -0.2 0.22
H -1.563586 0.334705 1.291969 0.0 0.0 -0.1 0.42
H 0.931620 -1.903628 2.183339 -0.1 -0.1 0.1 0.42
H 1.340108 -2.352346 0.605058 -0.1 -0.2 -0.2 0.43
H -1.057009 -0.436480 -1.042451 0.0 0.5 0.6 0.43
H -0.773169 -2.058850 -0.980981 0.6 -0.2 0.4 0.43
H -0.298271 2.538920 2.454839 -0.2 0.2 -0.1 0.22
C 0.957189 -0.277658 -3.126264 0.3 0.0 -1.0 -0.62
C -0.060981 0.820115 -3.511092 0.4 -1.1 2.2 -0.61
H 1.609583 -0.052542 -2.283828 -0.2 0.1 0.1 0.20
H 0.481355 -1.250480 -2.997264 0.0 0.0 0.3 0.18
H 1.619783 -0.434605 -3.971465 0.2 -0.1 -0.1 0.23
H 0.408662 1.599804 -4.091282 -0.5 -0.1 -0.7 0.24
H -0.967723 0.296794 -3.799121 0.0 0.6 -1.2 0.22
H -0.363604 1.287493 -2.578559 -0.1 0.5 0.3 0.18
```
Positions in Å, forces in eV/Å.

## Properties
spin multiplicity: 1
DFT total energy: -9908.939 eV
Kohn-Sham gap: 11.7 eV
ΔE to the lowest compared entry with this formula, charge and spin: 75.0 kJ/mol
net charge: +1

=====

No. 2
Here is 2 unconnected molecules or ions with the total composition C5H16N3 in a non-equilibrium geometry from the OMol25 dataset. Energies are from wB97M-V/def2-TZVPD.

```
24
Properties=species:S:1:pos:R:3:forces:R:3:mulliken_spin:R:1
N 2.035740 -1.552636 -0.761360 -0.1 0.0 -0.4 0.00
C 0.994008 -2.260695 -1.202857 0.3 -0.3 -0.4 0.00
N -0.229537 -2.110458 -0.691875 -0.2 0.6 0.2 0.00
N 1.193731 -3.156066 -2.176919 -0.2 0.0 0.7 0.00
H 1.903258 -0.725707 -0.209337 0.0 0.0 0.2 0.00
H 2.864063 -1.548854 -1.339869 0.1 -0.1 0.2 0.00
H -0.459255 -1.332924 -0.074536 0.4 -0.6 -0.4 0.00
H -1.019479 -2.494559 -1.189930 0.1 -0.2 0.1 0.00
H 0.473026 -3.850467 -2.315918 0.1 0.0 -0.2 0.00
H 2.134982 -3.480842 -2.349165 0.0 0.1 -0.2 0.00
C -1.971750 0.130045 0.845936 -0.5 1.3 -0.9 0.09
C -0.723401 0.915728 1.255239 0.9 -2.5 1.5 0.25
C -0.702806 2.319184 0.544887 -1.4 3.0 -1.6 0.24
C 0.581514 3.058922 0.875349 0.9 -1.8 1.5 0.16
H -2.869366 0.608962 1.224704 -0.1 0.0 0.1 0.00
H -1.943119 -0.895917 1.243643 0.4 0.1 0.3 0.06
H -2.082961 0.072033 -0.239649 -0.1 -0.2 0.0 0.01
H 0.183728 0.349590 1.042508 0.1 0.1 0.0 -0.01
H -0.697065 1.091778 2.343643 0.1 0.5 -0.3 0.02
H -1.565245 2.926392 0.858737 0.3 -0.1 -0.2 0.00
H -0.817855 2.157929 -0.545221 -0.2 -0.6 0.4 0.04
H 0.720644 3.241235 1.950059 0.0 0.6 -0.2 0.02
H 0.534801 4.041450 0.347190 -0.6 0.0 0.0 0.13
H 1.462342 2.495877 0.564743 -0.1 0.1 -0.2 -0.01
```
Positions in Å, forces in eV/Å.

## Properties
spin multiplicity: 2
DFT total energy: -9895.585 eV
Kohn-Sham gap (alpha / beta): 12.3 / 4.7 eV
ΔE to the lowest compared entry with this formula, charge and spin: 119.6 kJ/mol
net charge: +2

=====

No. 3
Here is 2 unconnected molecules or ions with the total composition C5H16N4O in a non-equilibrium geometry from the OMol25 dataset. Energies are from wB97M-V/def2-TZVPD.

```
26
Properties=species:S:1:pos:R:3:forces:R:3:nbo_charge:R:1
C -1.184826 -0.717285 1.906154 -0.1 0.0 0.1 -0.72
C -1.097577 -1.257586 0.502299 0.4 -0.2 -0.6 0.68
O -2.003619 -1.075859 -0.317175 0.9 -0.4 0.4 -0.66
N 0.064807 -1.955165 0.167530 -1.2 0.9 -0.3 -0.31
C 1.115166 -2.328865 1.103444 -0.4 -0.1 0.1 -0.41
N 0.111639 -2.569022 -1.115976 -0.3 0.2 0.0 -0.65
H -0.378147 -0.002765 2.088635 0.0 -0.2 0.0 0.25
H -2.137269 -0.194138 2.034080 0.2 -0.2 -0.2 0.25
H -1.139812 -1.534870 2.629883 0.1 0.1 0.0 0.23
H 1.338442 -1.495970 1.774499 0.0 -0.1 -0.1 0.21
H 0.770002 -3.182528 1.693336 0.3 -0.1 0.1 0.20
H 2.025755 -2.594361 0.557938 -0.3 0.0 0.0 0.22
H -0.864318 -2.638635 -1.437457 0.4 -0.1 0.3 0.38
H 0.525058 -1.893912 -1.763647 0.0 -0.1 0.1 0.34
C 1.810490 2.209616 -0.776526 0.1 -0.2 -0.1 -0.42
N 0.774129 1.213613 -0.499221 0.0 -0.2 0.3 -0.50
N -0.367637 1.448500 -1.377464 -0.2 0.0 -0.4 -0.50
C -1.288926 2.389551 -0.732494 -0.1 -0.2 0.0 -0.42
H 2.711328 1.952755 -0.209699 -0.2 0.0 0.0 0.19
H 2.077733 2.234944 -1.838163 -0.1 0.2 0.0 0.18
H 1.501121 3.209250 -0.456345 -0.1 -0.2 -0.1 0.19
H 1.177799 0.292744 -0.698927 -0.5 0.4 -0.1 0.35
H -0.906200 0.578376 -1.504501 0.7 0.4 0.4 0.37
H -2.165467 2.526317 -1.374017 0.2 -0.1 0.0 0.20
H -0.832580 3.373816 -0.590764 0.1 -0.2 0.0 0.19
H -1.637090 2.011477 0.234577 0.0 0.1 0.1 0.17
```
Positions in Å, forces in eV/Å.

## Properties
spin multiplicity: 1
DFT total energy: -13450.556 eV
Kohn-Sham gap: 8.7 eV
ΔE to the lowest compared entry with this formula, charge and spin: 60.8 kJ/mol
structure (SMILES): CC(=O)N(C)N.CNNC

=====

No. 4
Here is 2 unconnected molecules or ions with the total composition C5H16NO in a non-equilibrium geometry from the OMol25 dataset. Energies are from wB97M-V/def2-TZVPD.

```
23
Properties=species:S:1:pos:R:3:forces:R:3:nbo_charge:R:1
C -0.819057 -1.587953 0.052900 0.4 -0.1 -0.8 -0.20
C -0.408857 -0.556930 1.120120 -0.6 -0.8 -0.7 -0.42
C -0.175084 0.866737 0.551603 -1.3 -1.0 -0.1 -0.21
C -1.363981 1.295947 -0.372997 1.2 -0.5 0.6 -0.61
C -0.101381 1.890806 1.668936 1.1 0.8 -0.4 -0.62
N 0.154134 -1.501578 -1.134346 0.2 -0.3 0.2 -0.70
H -1.823697 -1.406946 -0.319463 0.1 0.1 -0.2 0.23
H -0.755872 -2.648200 0.290122 -0.1 0.2 0.8 0.23
H 0.452035 -0.986970 1.630707 0.1 0.4 0.3 0.23
H -1.272309 -0.552441 1.788471 0.2 0.1 0.3 0.24
H 0.717832 0.766998 -0.064882 0.4 0.7 0.2 0.18
H -1.250259 2.359180 -0.538401 -0.3 0.2 -0.2 0.24
H -2.298845 1.064754 0.130516 -0.2 0.2 -0.1 0.22
H -1.330846 0.793586 -1.339452 -0.2 0.0 -0.2 0.17
H 0.676171 1.737345 2.415076 -0.1 -0.5 0.1 0.23
H 0.184642 2.849451 1.227620 -0.1 0.1 -0.1 0.22
H -1.060269 2.062325 2.146076 -0.2 -0.3 0.1 0.22
H 1.132390 -1.449617 -0.796691 -0.1 0.6 -0.2 0.47
H 0.205105 -2.310702 -1.757838 -0.7 -0.1 0.2 0.44
H -0.076462 -0.700231 -1.716794 0.3 0.2 0.1 0.43
H 3.693574 -1.153054 -1.619473 0.1 0.0 0.0 0.51
H 2.662218 -0.077482 -2.010483 0.3 0.0 0.0 0.49
O 2.858818 -0.755036 -1.351326 -0.4 0.0 -0.1 -0.97
```
Positions in Å, forces in eV/Å.

## Properties
spin multiplicity: 1
DFT total energy: -8975.958 eV
Kohn-Sham gap: 11.8 eV
ΔE to the lowest compared entry with this formula, charge and spin: 53.7 kJ/mol
net charge: +1

=====

No. 5
Here is 2 unconnected molecules or ions with the total composition C5H16NO in a non-equilibrium geometry from the OMol25 dataset. Energies are from wB97M-V/def2-TZVPD.

```
23
Properties=species:S:1:pos:R:3:forces:R:3:mulliken_spin:R:1
C -0.140598 -0.718210 0.885395 0.5 -1.9 2.2 0.05
C -1.440829 0.185448 0.487690 2.2 -3.2 0.7 0.02
C -1.156347 1.385810 -0.369355 -0.6 -0.3 1.7 0.24
C -0.616675 1.032908 -1.850958 -2.1 -0.6 -3.7 0.16
C -1.373805 -0.076665 -2.555668 1.2 -1.0 1.7 0.09
N 1.027653 0.107768 1.232100 0.5 3.0 -0.6 0.00
H 0.116852 -1.413206 0.051434 -0.1 0.6 0.6 0.00
H -0.152369 -1.385347 1.895372 -1.2 1.3 -2.6 0.00
H -1.835393 -0.756383 -0.008812 -1.3 2.0 0.4 0.00
H -1.877835 0.449091 1.498198 0.0 0.0 -1.1 0.06
H -2.092426 1.923089 -0.561933 -0.2 -0.1 -0.8 0.06
H -0.548700 2.153568 0.102699 0.4 -0.1 0.0 -0.01
H -0.751429 1.934732 -2.499202 0.5 -0.4 0.9 0.00
H 0.432932 0.711249 -1.757049 0.2 0.2 0.7 0.11
H -1.477397 -1.040010 -1.972128 0.7 0.8 -0.9 0.01
H -0.806335 -0.307779 -3.550073 -0.2 0.1 0.7 0.16
H -2.345841 0.095102 -2.970354 -0.8 0.9 -0.5 0.04
H 1.809957 -0.215799 1.805096 0.1 -1.3 0.4 0.00
H 1.469520 0.555837 0.425465 0.2 -0.3 -0.2 0.00
H 0.647105 0.934359 1.711049 0.3 -0.2 0.5 0.00
H 4.170328 -1.209918 2.667304 -0.6 -0.3 0.2 0.00
H 3.628278 -2.658704 2.630050 -1.0 2.2 0.2 0.00
O 3.313355 -1.686941 2.703679 1.4 -1.6 -0.6 0.00
```
Positions in Å, forces in eV/Å.

## Properties
spin multiplicity: 2
DFT total energy: -8959.999 eV
Kohn-Sham gap (alpha / beta): 10.9 / 3.5 eV
ΔE to the lowest compared entry with this formula, charge and spin: 172.6 kJ/mol
net charge: +2

=====

No. 6
Here is 2 unconnected molecules or ions with the total composition C5H16NO in a non-equilibrium geometry from the OMol25 dataset. Energies are from wB97M-V/def2-TZVPD.

```
23
Properties=species:S:1:pos:R:3:forces:R:3:mulliken_spin:R:1
C -0.662926 -0.102634 1.314429 -0.1 0.9 -0.1 0.01
C 0.510743 -0.264342 0.368483 -0.5 0.1 -1.2 0.02
C 0.211170 -0.999349 -0.992661 1.2 1.7 1.0 0.19
C 0.470316 -2.547185 -0.966892 -1.7 -1.6 -0.3 0.28
C -1.242436 -1.014255 -1.483582 -0.4 -0.7 -0.5 0.21
N 1.144026 1.101893 0.105621 0.3 0.9 -0.7 0.00
H -0.833754 -0.936300 1.984110 0.0 -0.2 -0.1 0.00
H -1.515657 0.123784 0.705247 -0.9 -0.4 -0.3 0.00
H -0.649968 0.830703 1.884515 0.8 -0.5 0.4 0.00
H 1.281919 -0.891788 0.794104 0.4 0.1 0.3 0.02
H 0.897252 -0.600004 -1.750665 0.0 -0.3 0.1 -0.01
H -0.073460 -3.135538 -1.739048 0.6 0.1 -0.1 0.03
H -0.036918 -2.984561 -0.091788 0.2 0.6 0.2 0.03
H 1.539993 -2.768243 -1.100365 0.1 0.5 -0.3 0.07
H -1.299934 -1.399985 -2.492860 -0.1 0.0 -0.1 0.00
H -1.593870 0.054167 -1.477580 0.6 0.2 0.2 0.13
H -1.961708 -1.508605 -0.852498 -0.3 -0.3 0.3 0.01
H 1.232546 1.518830 -0.827997 -0.7 -1.0 -0.8 0.00
H 2.144222 1.092147 0.311485 -0.1 0.2 1.1 0.00
H 0.592891 1.896983 0.539722 0.3 -0.5 0.9 0.00
H -1.227437 3.221302 1.725313 -1.1 -0.5 0.2 0.00
H 0.017813 3.898451 1.468805 0.4 -0.5 -0.2 0.00
O -0.367445 3.001905 1.381699 0.8 1.3 -0.1 0.00
```
Positions in Å, forces in eV/Å.

## Properties
spin multiplicity: 2
DFT total energy: -8960.982 eV
Kohn-Sham gap (alpha / beta): 13.0 / 5.6 eV
ΔE to the lowest compared entry with this formula, charge and spin: 77.8 kJ/mol
net charge: +2